(1)
C24H33Be2Cl13F7N2O13 | the ωB97M-V functional and the def2-TZVPD basis

## Properties
- HOMO: -0.3699 hartree
- E: -237612.90363 eV
- 2S+1: 1
- Charge: +1
- E_LUMO: -7.9196 eV

Structure (XYZ):
```
94
C24H33Be2Cl13F7N2O13 | the Open Molecules 2025 dataset | the ωB97M-V functional and the def2-TZVPD basis
C -2.1991 -0.9627 -1.0290
C -0.8587 -1.4991 -1.5532
C -0.8560 -3.0101 -1.7575
C -0.4200 -3.7818 -0.4938
C 0.7723 -4.7096 -0.6769
C 1.2134 -5.4144 0.6286
C 0.8043 -4.7290 1.9155
C 1.4194 -5.4344 3.1208
C 0.8503 -4.9338 4.4240
F 1.6733 -5.3402 5.4348
F 0.8255 -3.5651 4.4568
C -0.5689 -5.4596 4.7761
F -1.5014 -4.6647 4.2213
F -0.7531 -5.4667 6.0955
F -0.7363 -6.7042 4.3151
C 1.9758 -3.8989 -1.2405
C 2.5800 -2.9437 -0.3022
O 2.3505 -1.7307 -0.2411
F 3.4883 -3.4340 0.5049
O 0.5723 -5.6960 -1.7176
C -0.6817 -6.1283 -1.9615
O -1.1589 -6.1154 -3.0596
C -1.4952 -6.7349 -0.8146
O -1.0221 -7.3794 0.0824
N -2.8664 -6.4888 -0.9713
C -3.5156 -5.9919 0.1761
O -3.8857 -4.8685 0.3123
F -3.6758 -6.9218 1.0888
H -2.8638 -1.7492 -0.6858
H -2.6979 -0.3784 -1.7939
H -2.0404 -0.2962 -0.1876
H -0.0710 -1.2078 -0.8632
H -0.6479 -1.0127 -2.5011
H -1.8813 -3.3014 -1.9739
H -0.2900 -3.3206 -2.6297
H -0.1308 -3.0399 0.2448
H -1.2719 -4.2913 -0.0536
H 2.2926 -5.5349 0.6031
H 0.8126 -6.4184 0.6293
H 1.1332 -3.6909 1.9595
H -0.2762 -4.7084 2.0335
H 2.4922 -5.2698 3.1779
H 1.2534 -6.5036 3.0458
H 2.7434 -4.6404 -1.4583
H 1.7304 -3.4067 -2.1725
H -3.0326 -5.8349 -1.7293
Be 3.7189 -0.5578 -0.6183
C 0.6959 4.2306 -5.3193
C -0.1006 3.6596 -4.1713
O 0.6801 2.7052 -3.4027
C 1.5173 3.2298 -2.5388
O 1.6864 4.3923 -2.2830
O 2.1707 2.2286 -1.9107
C 3.1568 2.6999 -1.0148
H 1.1004 3.4298 -5.9397
H 0.0584 4.8655 -5.9311
H 1.5293 4.8310 -4.9567
H -0.9539 3.0920 -4.5353
H -0.4728 4.4441 -3.5157
H 2.7304 3.4801 -0.3624
H 4.0110 3.1201 -1.5456
H 3.4729 1.8429 -0.4122
C 3.4255 -7.0091 8.7898
Cl 1.9934 -6.3083 8.0368
Cl 2.9466 -8.1809 10.0168
Cl 4.3960 -7.8186 7.5521
Cl 4.3838 -5.7288 9.5384
N -0.0125 7.3968 -3.0314
O -0.6743 6.5776 -2.3679
O 0.1303 8.5366 -2.6154
O 0.4906 7.0402 -4.0944
C -1.3519 3.0906 0.4693
Cl -3.0233 2.6278 0.6490
Cl -1.0783 4.0708 -0.9483
Cl -0.8576 4.0815 1.8871
Cl -0.3190 1.6603 0.3841
C -4.7466 5.6462 3.2625
Cl -3.7005 6.6196 4.2996
Cl -4.8301 3.9975 3.8949
Cl -6.3562 6.3473 3.2106
Cl -4.0654 5.6013 1.6292
C -0.0375 12.6177 -4.8543
C 0.3852 11.0610 -4.8893
O -0.5983 10.3052 -5.1597
H -0.8465 12.7297 -3.9112
H 0.8662 13.2097 -4.7045
H -0.5483 13.0101 -5.7415
H 0.9590 10.8574 -3.9631
H 1.1562 11.1923 -5.6998
O -1.4902 -1.4845 5.7216
H -1.0549 -2.0997 5.1243
H -0.7691 -1.0162 6.1521
Be 1.3725 4.7206 0.9994
Cl -0.7310 13.5677 -2.5586
```

***

(2)
C24H33Br2N9OPRuS | the ωB97M-V functional and the def2-TZVPD basis

## Properties
- Energy relative to the best compared isomer or geometry (same formula, charge and spin): 42.9 kJ/mol
- HOMO (spin up / spin down): -0.4738 / -0.4942 hartree
- E: -203659.21567 eV
- 2S+1: 6
- Charge: +2
- E_LUMO (spin up / spin down): -5.8106 / -7.7843 eV

Structure (XYZ):
```
72
C24H33Br2N9OPRuS | the Open Molecules 2025 dataset | the ωB97M-V functional and the def2-TZVPD basis
Ru -0.2541 0.2486 0.1219
C -3.4525 5.2332 -3.0928
C -2.7836 4.9626 -1.7957
N -2.8153 5.7014 -0.7325
N -2.0705 5.0099 0.1714
C -1.5542 3.8744 -0.2995
S -0.5849 2.7862 0.5996
N -2.0123 3.8380 -1.5567
N -1.8412 2.7812 -2.4586
H -4.0725 6.1202 -2.9948
H -4.0772 4.3866 -3.3841
H -2.7205 5.4100 -3.8848
H -1.9348 5.3746 1.1002
H -1.6117 3.1810 -3.3597
H -1.0523 2.2234 -2.1471
Br 0.9828 1.8536 -4.8442
C 0.7658 0.0867 -4.2999
C 0.9884 -0.9352 -5.1976
C 0.8453 -2.2574 -4.8044
Br 1.1578 -3.5808 -6.0667
C 0.4755 -2.6145 -3.4578
C 0.3446 -3.9338 -2.9994
C 0.0170 -4.1622 -1.6869
C -0.1899 -3.0683 -0.8461
N -0.0924 -1.8158 -1.2627
C 0.2428 -1.5849 -2.5404
C 0.3809 -0.1754 -2.9317
O 0.1843 0.7291 -2.1070
H 1.2818 -0.7035 -6.2133
H 0.5073 -4.7583 -3.6804
H -0.0818 -5.1690 -1.3026
H -0.4399 -3.2144 0.1989
C -3.2187 -2.0866 0.4954
P -2.6924 -0.3472 0.3199
C -3.5422 0.4743 1.6985
C -3.6492 0.1920 -1.1316
H -4.2993 -2.1236 0.6360
H -2.7387 -2.5621 1.3521
H -2.9644 -2.6424 -0.4073
H -4.6117 0.2652 1.6489
H -3.3756 1.5489 1.6428
H -3.1516 0.1182 2.6520
H -4.6837 -0.1412 -1.0401
H -3.2168 -0.2207 -2.0437
H -3.6232 1.2792 -1.2090
C 4.9727 -2.1704 0.6238
C 3.7814 -1.8985 1.5528
C 3.1197 -3.2168 1.9931
C 4.2159 -1.0830 2.7829
C 2.7655 -1.1138 0.8197
N 1.9616 -0.5098 0.2657
H 5.6986 -2.7801 1.1631
H 5.4595 -1.2426 0.3218
H 4.6654 -2.7136 -0.2716
H 3.8319 -3.7827 2.5951
H 2.8433 -3.8250 1.1289
H 2.2314 -3.0293 2.5999
H 4.9874 -1.6418 3.3153
H 3.3790 -0.9178 3.4659
H 4.6323 -0.1180 2.4902
N 2.4498 2.2611 4.8603
C 1.5685 1.3823 4.3324
C 1.2405 1.3975 2.9595
N 0.3817 0.5311 2.4591
C -0.1709 -0.3741 3.2868
C 0.1658 -0.3819 4.6256
N 1.0254 0.4858 5.1521
H 2.8569 2.9957 4.3138
H 2.6232 2.2390 5.8500
H 1.6908 2.1168 2.2831
H -0.8705 -1.0846 2.8670
H -0.2716 -1.1069 5.3052
```